ORCA calculation (ωB97M-V/def2-TZVPD) on 11 unconnected molecules or ions with the total composition H22O11 in a non-equilibrium geometry.

LUMO = 0.0018 hartree
HOMO = -10.480 eV
E = -22879.845 eV
Energy relative to the best compared isomer or geometry (same formula, charge and spin) = 1.6687 eV
SMILES string = O.O.O.O.O.O.O.O.O.O.O

Each line ends with the Löwdin charge.
CARTESIAN COORDINATES (ANGSTROEM)
O (0.271, 0.003, -0.424)  -0.052
H (-0.364, -0.653, -0.218)  -0.014
H (0.648, 0.284, 0.415)  0.002
O (-0.796, 1.327, 3.172)  -0.024
H (-1.651, 1.282, 2.732)  0.018
H (-0.280, 0.867, 2.564)  -0.051
O (1.594, 0.926, 1.647)  -0.048
H (1.702, 1.695, 2.280)  0.115
H (2.151, 0.219, 1.988)  0.081
O (-2.276, 1.050, 0.696)  -0.052
H (-3.143, 1.125, 1.133)  0.089
H (-2.443, 0.875, -0.235)  0.078
O (0.443, 2.009, -2.259)  -0.062
H (0.536, 1.374, -1.525)  -0.019
H (1.312, 1.980, -2.661)  0.022
O (0.840, -3.208, -0.124)  0.014
H (1.292, -3.802, 0.439)  0.049
H (1.014, -3.620, -0.939)  0.044
O (-1.583, -2.053, -0.584)  -0.030
H (-0.751, -2.507, -0.503)  -0.010
H (-1.670, -1.806, -1.486)  0.048
O (-1.156, -1.503, 2.220)  -0.027
H (-1.607, -1.707, 1.414)  -0.013
H (-1.681, -0.785, 2.552)  0.002
O (-0.747, 3.158, 0.649)  -0.063
H (-0.565, 3.454, 1.561)  0.042
H (-0.895, 2.232, 0.755)  -0.057
O (0.587, -0.944, -3.534)  -0.093
H (1.367, -0.615, -3.032)  -0.019
H (0.122, -0.144, -3.829)  0.029
O (2.663, -0.526, -1.815)  -0.029
H (3.111, 0.306, -1.797)  0.046
H (1.945, -0.297, -1.237)  -0.015